Formula: C5H12N2O
Source: the OMol25 dataset
Level of theory: ωB97M-V/def2-TZVPD

Computed properties:
HOMO ... -9.212 eV
HOMO-LUMO gap ... 9.3 eV
SMILES ... C=NC(=C)CCN.O
Relative energy (zero: lowest compared OMol25 entry of this formula, charge and spin) ... 81.1 kcal per mole
E_tot ... -382.37329 hartree
LUMO ... 0.06 eV

CARTESIAN COORDINATES (ANGSTROEM)
C: 0.26013 0.66941 2.66116
N: -0.00356 0.49342 1.38185
C: 0.62522 1.26101 0.36212
C: 1.49084 2.27166 0.59478
C: 0.16227 1.08170 -1.12494
C: -0.51726 -0.31892 -1.35882
N: 0.33546 -1.46404 -0.94923
H: 0.98625 1.33358 3.10625
H: -0.37242 0.00452 3.31193
H: 1.81722 2.79366 -0.31096
H: 2.09070 2.58563 1.47356
H: 0.98061 1.06285 -1.73954
H: -0.52927 1.95436 -1.47054
H: -0.84348 -0.42138 -2.41190
H: -1.51228 -0.32588 -0.82445
H: 0.17698 -1.56628 0.03273
H: 1.30677 -1.30056 -1.22498
O: -1.97322 -2.90882 -0.93650
H: -1.57232 -2.47701 -1.74043
H: -1.19351 -3.36765 -0.54377

These are the Löwdin partial charges, in e, on atoms 1 to 2: -0.003 0.008

---

Formula: C5H12N2O
Source: the OMol25 dataset
Level of theory: ωB97M-V/def2-TZVPD

Computed properties:
HOMO ... -8.424 eV
HOMO-LUMO gap ... 9.2 eV
SMILES ... CC(N)=O.C=CNC
Relative energy (zero: lowest compared OMol25 entry of this formula, charge and spin) ... 33.9 kcal per mole
E_tot ... -382.44853 hartree
LUMO ... 0.75 eV

CARTESIAN COORDINATES (ANGSTROEM)
C: -1.28715 1.16299 1.20852
C: -1.21926 0.93875 2.69911
N: -0.06200 1.36999 3.29816
O: -2.10048 0.40524 3.33332
H: -0.31830 1.43687 0.79576
H: -2.00469 1.95449 0.98157
H: -1.65160 0.27017 0.70257
H: 0.53184 2.01702 2.81135
H: -0.06496 1.40846 4.30354
C: -0.76421 -1.75699 -2.77956
C: 0.11921 -1.58067 -1.80746
N: 0.68905 -0.37620 -1.40621
C: 2.12932 -0.39206 -1.18066
H: -1.11497 -0.94997 -3.40902
H: -1.21617 -2.72409 -2.96182
H: 0.41876 -2.44331 -1.21702
H: 0.40974 0.38968 -2.00288
H: 2.49838 0.62923 -1.23769
H: 2.35343 -0.78443 -0.19024
H: 2.65406 -0.97517 -1.94132

These are the Löwdin partial charges, in e, on atoms 1 to 2: -0.017 -0.599

---

Formula: C5H12N2O
Source: the OMol25 dataset
Level of theory: ωB97M-V/def2-TZVPD

Computed properties:
HOMO (spin up / spin down) ... -13.875 / -13.698 eV
HOMO-LUMO gap (spin up / spin down) ... 10.7 / 5.2 eV
Total charge ... +1
Multiplicity ... 2
Relative energy (zero: lowest compared OMol25 entry of this formula, charge and spin) ... 23.1 kcal per mole
Expectation value of S² ... 0.765
E_tot ... -382.13051 hartree
LUMO (spin up / spin down) ... -3.18 / -8.50 eV

CARTESIAN COORDINATES (ANGSTROEM)
O: 1.07314 1.35512 2.98251
C: 0.51820 0.79867 2.07250
N: 0.51744 1.53338 0.82883
C: -0.17888 1.22336 -0.38108
C: 0.65793 0.27502 -1.28559
C: 0.21751 -1.16200 -1.42208
N: -1.24733 -1.28531 -1.57725
C: -0.31743 -0.44927 2.22919
H: 1.25503 2.23593 0.76217
H: -0.36091 2.17605 -0.89784
H: -1.21631 0.88982 -0.22511
H: 0.57936 0.77139 -2.27376
H: 1.72750 0.40170 -1.06424
H: 0.69114 -1.54820 -2.34736
H: 0.50317 -1.69272 -0.51526
H: -1.44243 -1.25256 -2.57438
H: -1.49274 -2.21170 -1.24835
H: -1.31344 -0.12524 1.87046
H: -0.30206 -0.61388 3.30030
H: 0.13112 -1.31958 1.76634

These are the Löwdin partial charges, in e, on atoms 1 to 2: 0.197 -0.395

---

Formula: C5H12N2O2
Source: the OMol25 dataset
Level of theory: ωB97M-V/def2-TZVPD

Computed properties:
HOMO (spin up / spin down) ... -7.202 / -7.202 eV
HOMO-LUMO gap (spin up / spin down) ... 7.7 / 7.7 eV
Relative energy (zero: lowest compared OMol25 entry of this formula, charge and spin) ... 113.4 kcal per mole
E_tot ... -457.56818 hartree
LUMO (spin up / spin down) ... 0.54 / 0.54 eV

CARTESIAN COORDINATES (ANGSTROEM)
C: -0.69963 -1.70738 0.68691
C: -1.59579 -1.05224 -0.21126
C: 1.03049 -0.46569 1.16694
O: 1.97744 -1.21921 1.40856
H: 0.50633 0.10799 1.94036
H: -0.06820 -2.50565 0.31787
H: -0.97051 -1.80158 1.73015
H: -1.72380 -1.50222 -1.19664
H: -1.08744 0.01315 -0.55566
H: -2.54679 -0.71300 0.19892
C: -0.63287 2.03824 0.39889
C: 0.01994 1.07282 -0.54495
N: 1.80968 -0.31325 -1.12647
O: 0.14372 1.53055 -1.81346
N: 1.01796 0.25354 -0.09500
H: 0.82887 0.96300 -2.22591
H: 2.77361 -0.24874 -0.80777
H: 1.60590 -1.31195 -1.14726
H: 0.09459 2.78653 0.72703
H: -1.03907 1.53368 1.27281
H: -1.44441 2.54141 -0.12407

These are the Löwdin partial charges, in e, on atoms 1 to 2: -0.109 -0.150

---

Formula: C5H12N2O2
Source: the OMol25 dataset
Level of theory: ωB97M-V/def2-TZVPD

Computed properties:
HOMO ... -8.449 eV
HOMO-LUMO gap ... 8.8 eV
Relative energy (zero: lowest compared OMol25 entry of this formula, charge and spin) ... 156.1 kcal per mole
E_tot ... -457.50016 hartree
LUMO ... 0.33 eV

CARTESIAN COORDINATES (ANGSTROEM)
C: 3.53481 -0.80490 -0.34624
N: 2.25634 -0.11788 -0.52094
O: 2.09195 0.28147 -1.80400
O: 1.18013 -1.41974 -0.75764
H: 1.28108 -0.84798 -1.74213
H: 0.34424 -1.06298 -0.31326
H: 3.79159 -1.41921 -1.21269
H: 3.49245 -1.40496 0.56169
H: 4.27165 -0.00906 -0.22404
C: -2.82745 1.29495 0.84763
C: -1.54015 0.84434 0.21216
C: -1.69272 -1.30611 1.16249
C: -0.78162 1.63921 -0.54890
N: -1.08300 -0.47788 0.41557
H: -2.77356 1.24115 1.93862
H: -3.04359 2.32520 0.57233
H: -3.66939 0.67449 0.52804
H: -2.60968 -1.08608 1.70933
H: -1.28484 -2.30772 1.25849
H: 0.14237 1.30162 -1.00185
H: -1.08062 2.66208 -0.73465

These are the Löwdin partial charges, in e, on atoms 1 to 2: -0.090 -0.173

---

Formula: C5H12N2O2
Source: the OMol25 dataset
Level of theory: ωB97M-V/def2-TZVPD

Computed properties:
HOMO ... -9.172 eV
HOMO-LUMO gap ... 9.9 eV
SMILES ... [H]/N=C(/C)NC.CC(=O)O
Relative energy (zero: lowest compared OMol25 entry of this formula, charge and spin) ... 45.6 kcal per mole
E_tot ... -457.67619 hartree
LUMO ... 0.76 eV

CARTESIAN COORDINATES (ANGSTROEM)
H: -0.01962 2.09531 2.22174
N: 0.77266 2.08382 1.58046
C: 0.61900 1.21624 0.64480
C: 1.58344 1.23531 -0.51231
N: -0.65356 0.52282 0.49370
C: -1.60813 0.96869 -0.51820
H: 1.26332 0.58794 -1.32925
H: 2.53584 0.84592 -0.14411
H: 1.74718 2.25417 -0.86971
H: -1.13238 0.51003 1.39221
H: -2.11192 1.87538 -0.17441
H: -2.36514 0.19339 -0.66230
H: -1.12474 1.13378 -1.48202
C: -0.22423 -2.13897 -0.98454
C: -0.17550 -1.73067 0.45566
O: -0.92741 -2.11488 1.33367
O: 1.25363 -1.39727 0.80702
H: -0.03509 -1.27928 -1.62744
H: -1.20788 -2.55087 -1.22396
H: 0.53266 -2.89891 -1.18295
H: 1.27789 -1.41192 1.78195

These are the Löwdin partial charges, in e, on atoms 1 to 2: 0.045 0.135

---

Formula: C5H12N2O2
Source: the OMol25 dataset
Level of theory: ωB97M-V/def2-TZVPD

Computed properties:
HOMO ... -9.278 eV
HOMO-LUMO gap ... 9.4 eV
Relative energy (zero: lowest compared OMol25 entry of this formula, charge and spin) ... 163.1 kcal per mole
E_tot ... -457.48907 hartree
LUMO ... 0.08 eV

CARTESIAN COORDINATES (ANGSTROEM)
C: 1.23309 0.82670 -0.11308
C: -0.90888 1.08249 1.00096
C: 0.59433 -1.01376 1.44533
C: -0.89183 -1.24866 -2.09731
C: 0.17911 0.13501 0.61078
N: -1.01766 -0.96081 -0.70175
N: -2.03091 -1.54431 -0.18883
O: -2.73993 -2.29627 -0.80295
O: -2.29625 -1.29391 1.04016
H: 2.19737 0.31860 -0.02368
H: 1.13808 0.89577 -1.25501
H: 1.17334 1.81500 0.42883
H: -1.20022 1.56949 0.06830
H: -0.79145 1.77614 1.82218
H: -1.80535 0.47073 1.10282
H: -0.34103 -1.60351 1.53656
H: 1.49962 -1.51394 1.11686
H: 0.82384 -0.46995 2.39167
H: -1.91090 -1.17741 -2.55566
H: -0.28815 -0.46038 -2.51699
H: -0.51225 -2.23246 -2.36629

These are the Löwdin partial charges, in e, on atoms 1 to 2: -0.050 -0.063

---

Formula: C5H12N2OP
Source: the OMol25 dataset
Level of theory: ωB97M-V/def2-TZVPD

Computed properties:
HOMO ... -13.348 eV
HOMO-LUMO gap ... 9.5 eV
Total charge ... +1
SMILES ... CN1C[C@@]([NH3+])(P)CC1=O
Relative energy (zero: lowest compared OMol25 entry of this formula, charge and spin) ... 0.0 kcal per mole
E_tot ... -723.54572 hartree
LUMO ... -3.81 eV

CARTESIAN COORDINATES (ANGSTROEM)
C: 1.57031 0.41939 -2.20095
N: 0.59866 0.14622 -1.16582
C: 0.69119 0.81700 0.08122
C: -0.60270 -0.08050 0.99936
N: 0.11940 -1.22923 1.64430
P: -1.50797 0.90080 2.32720
C: -1.41510 -0.59325 -0.15885
C: -0.50510 -0.60865 -1.40483
O: -0.73058 -1.22628 -2.40726
H: 2.57546 0.16528 -1.85974
H: 1.31869 -0.20192 -3.06005
H: 1.54071 1.47223 -2.48570
H: 0.41307 1.87194 0.05155
H: 1.64169 0.66872 0.59435
H: 0.76054 -0.89459 2.37579
H: 0.64945 -1.76396 0.93975
H: -0.56383 -1.86756 2.08007
H: -2.05845 1.80063 1.42175
H: -0.41472 1.72437 2.61646
H: -2.25286 0.07018 -0.38113
H: -1.82786 -1.59081 -0.00748

These are the Löwdin partial charges, in e, on atoms 1 to 2: -0.004 -0.142

---

Formula: C5H12N2S
Source: the OMol25 dataset
Level of theory: ωB97M-V/def2-TZVPD

Computed properties:
HOMO ... -8.367 eV
HOMO-LUMO gap ... 9.3 eV
Relative energy (zero: lowest compared OMol25 entry of this formula, charge and spin) ... 74.9 kcal per mole
E_tot ... -705.27348 hartree
LUMO ... 0.91 eV

CARTESIAN COORDINATES (ANGSTROEM)
C: 0.80605 -0.42504 0.55104
C: 0.70759 0.98562 1.24179
C: 1.64469 2.03047 0.73016
C: -0.55332 -1.87123 -2.37423
C: -0.07128 1.32908 2.26468
N: -0.37216 -1.14426 0.11792
N: -2.60800 -0.98012 -1.33187
S: -1.10726 -0.56544 -1.29136
H: 1.25431 -0.99484 1.28914
H: 1.37799 -0.45489 -0.43001
H: 2.56801 1.53852 0.43790
H: 1.24779 2.67107 -0.01975
H: 1.82078 2.56942 1.66157
H: -0.38165 -2.75354 -1.88877
H: -1.50652 -1.91137 -2.93997
H: 0.20201 -1.52160 -3.04117
H: -0.02699 2.28473 2.61454
H: -0.91435 0.66471 2.56465
H: -0.95463 -1.27658 0.95372
H: -3.13308 -0.17471 -1.10998

These are the Löwdin partial charges, in e, on atoms 1 to 2: -0.245 -0.336

---

Formula: C5H12N3
Source: the OMol25 dataset
Level of theory: ωB97M-V/def2-TZVPD

Computed properties:
HOMO (spin up / spin down) ... -11.774 / -11.776 eV
HOMO-LUMO gap (spin up / spin down) ... 7.5 / 7.5 eV
Total charge ... +1
Relative energy (zero: lowest compared OMol25 entry of this formula, charge and spin) ... 143.9 kcal per mole
E_tot ... -361.53883 hartree
LUMO (spin up / spin down) ... -4.26 / -4.26 eV

CARTESIAN COORDINATES (ANGSTROEM)
C: 0.62053 -1.85692 -0.01739
C: 1.30040 -0.58964 -0.17209
C: -1.95574 -0.47101 1.12597
C: -1.74071 0.67299 -1.06209
C: -0.23467 0.96668 0.71797
N: 2.92084 1.10902 -0.40830
N: 2.35684 -0.06601 -0.38477
N: -1.40338 0.39415 0.32009
H: 0.90024 -2.56281 -0.87242
H: 0.74810 -2.21794 0.90131
H: -0.46643 -1.79557 0.00683
H: -1.53928 -0.59540 2.04525
H: -2.85503 -0.93833 0.72874
H: -2.22365 1.72140 -1.04100
H: -0.92815 0.53784 -1.76845
H: -2.48795 -0.09413 -1.57598
H: 0.20944 1.72324 0.10590
H: 0.13975 1.08074 1.67528
H: 3.82758 1.28736 -0.72427
H: 2.81128 1.69436 0.39943

These are the Löwdin partial charges, in e, on atoms 1 to 2: -0.023 -0.059

---

Formula: C5H12N3
Source: the OMol25 dataset
Level of theory: ωB97M-V/def2-TZVPD

Computed properties:
HOMO (spin up / spin down) ... -12.475 / -12.477 eV
HOMO-LUMO gap (spin up / spin down) ... 7.3 / 7.3 eV
Total charge ... +1
Relative energy (zero: lowest compared OMol25 entry of this formula, charge and spin) ... 97.1 kcal per mole
E_tot ... -361.61336 hartree
LUMO (spin up / spin down) ... -5.17 / -5.17 eV

CARTESIAN COORDINATES (ANGSTROEM)
C: -3.50896 -0.13747 0.29725
C: -0.65179 -0.96536 0.11416
C: 0.91661 1.87578 0.77994
C: 1.68439 -0.85071 -0.52316
C: 0.26940 1.17545 -0.41269
N: -4.00870 0.44778 -0.59311
N: 0.36758 -0.26808 -0.29055
N: -0.58917 -2.25924 0.35995
H: -3.66558 -0.55811 1.26157
H: 1.96203 1.59496 0.87370
H: 0.86327 2.95130 0.64506
H: 0.39939 1.61319 1.69807
H: 1.59632 -1.73276 -1.15809
H: 2.31343 -0.12585 -1.03121
H: 2.16213 -1.13181 0.41802
H: -0.78799 1.44236 -0.46909
H: 0.76083 1.48297 -1.34060
H: -3.76449 0.82268 -1.49663
H: -1.41146 -2.77318 0.62214
H: 0.26643 -2.80204 0.28889

These are the Löwdin partial charges, in e, on atoms 1 to 2: 0.166 -0.170

---

Formula: C5H12N3O
Source: the OMol25 dataset
Level of theory: ωB97M-V/def2-TZVPD

Computed properties:
HOMO ... -12.397 eV
HOMO-LUMO gap ... 9.3 eV
Total charge ... +1
Relative energy (zero: lowest compared OMol25 entry of this formula, charge and spin) ... 13.4 kcal per mole
E_tot ... -437.00748 hartree
LUMO ... -3.11 eV

CARTESIAN COORDINATES (ANGSTROEM)
C: 0.32841 -1.81449 0.91090
C: -0.60317 -1.48917 -0.22561
C: -0.23444 -0.27482 -1.02508
C: 0.71241 -0.07665 -1.99229
N: 0.49131 1.18582 -2.46044
C: -0.58829 1.67785 -1.82066
N: -1.04440 0.82857 -0.93742
N: 0.39315 -0.71741 1.91481
H: 1.35159 -2.05394 0.61721
H: 0.09735 -2.72534 1.46814
H: -0.77992 -2.36627 -0.84845
H: -1.59677 -1.32089 0.19170
H: 1.59425 -0.60212 -2.32133
H: 0.88960 1.59808 -3.28827
H: -0.95867 2.67157 -2.03001
H: -0.53120 -0.40483 2.24806
H: 0.90240 -0.99895 2.75193
H: 0.79623 0.15653 1.56033
H: -1.09888 2.36158 1.38844
H: 0.33306 2.46557 1.95939
O: -0.45403 1.89928 1.93865

These are the Löwdin partial charges, in e, on atoms 1 to 2: -0.154 -0.122

---

Question: What is the relative energy (zero: lowest compared OMol25 entry of this formula, charge and spin) in the tenth record?
Answer: 143.9 kcal per mole

---

Question: Which value of relative energy (zero: lowest compared OMol25 entry of this formula, charge and spin) does entry 1 give?
Answer: 81.1 kcal per mole